[1]
C20H25MnN6O3SSe as an isolated structure, computed with ωB97M-V/def2-TZVPD.

XYZ file:
```
57
Properties=species:S:1:pos:R:3:forces:R:3
Se -1.551 -1.109 -1.343 -0.2 -0.2 0.5
Mn 0.865 -1.034 -0.290 0.2 0.1 0.0
S 0.933 -3.388 -0.493 -0.1 0.0 0.0
O 2.618 2.229 -1.252 0.0 0.0 0.0
O 1.582 -0.998 -2.194 0.1 0.1 0.0
O 1.123 0.769 -0.470 0.1 0.0 0.0
N 3.261 -4.479 -1.144 0.0 0.0 0.0
N -4.179 -0.670 -0.503 0.1 0.1 -0.1
N 3.383 -2.390 -0.183 0.0 0.0 0.0
N -2.962 1.132 -0.153 -0.2 0.0 0.3
N 0.608 -0.568 1.680 0.0 0.0 -0.1
N 2.636 -1.439 0.471 -0.1 0.2 -0.2
C -6.972 1.440 0.556 -0.1 0.0 0.0
C 2.171 0.304 -2.601 0.0 0.0 0.0
C -6.183 2.619 0.774 0.0 0.2 0.1
C 1.362 0.872 -3.754 0.0 0.0 0.0
C -0.489 0.468 3.523 0.0 0.0 0.0
C 4.315 -0.865 2.194 0.0 0.0 0.0
C 3.627 0.093 -2.950 0.0 0.0 0.0
C 2.974 -0.850 1.560 0.0 -0.1 0.1
C 1.802 -0.228 2.226 0.0 0.0 0.0
C -0.504 -0.237 2.326 0.0 0.0 0.0
C -6.422 0.263 0.137 0.0 -0.2 0.0
C 0.725 0.869 4.046 0.0 0.0 0.0
C -2.908 -0.166 -0.564 0.2 0.0 -0.4
C -5.043 0.279 -0.068 0.0 0.0 0.0
C -4.828 2.644 0.582 0.0 0.2 0.1
C 2.647 -3.438 -0.630 0.0 0.0 0.0
C -1.843 2.075 -0.085 0.0 0.0 0.0
C 1.898 0.503 3.388 0.0 0.0 0.0
C 2.018 1.207 -1.376 0.0 0.0 0.0
C -4.254 1.452 0.157 0.2 -0.3 -0.1
H -1.432 -0.560 1.874 0.0 0.0 0.0
H 3.721 -0.553 -3.822 0.0 0.0 0.0
H -1.749 2.444 0.935 0.0 0.0 0.0
H 1.062 -1.353 -2.927 0.0 -0.1 0.0
H -8.041 1.482 0.719 0.0 0.1 0.0
H -0.928 1.565 -0.373 0.0 0.0 0.0
H 1.524 0.285 -4.660 0.0 0.0 0.0
H 4.382 -2.447 -0.034 0.0 0.0 0.0
H 1.688 1.892 -3.954 0.0 0.0 0.0
H -1.417 0.689 4.031 0.0 0.0 0.0
H 2.862 0.777 3.791 0.0 0.0 0.0
H 4.751 0.136 2.114 0.0 0.0 0.0
H -6.671 3.528 1.100 -0.1 -0.1 0.0
H 5.005 -1.566 1.733 0.0 0.0 0.0
H 4.268 -4.561 -1.190 0.0 0.0 0.0
H 0.771 1.438 4.965 0.0 0.0 0.0
H 4.236 -1.110 3.253 0.0 0.0 0.0
H 4.174 -0.347 -2.115 0.0 0.0 0.0
H -4.404 -1.619 -0.773 0.0 0.0 0.0
H 2.719 -5.259 -1.487 0.0 0.0 0.0
H -4.253 3.544 0.746 0.0 0.0 0.0
H -2.033 2.905 -0.764 0.0 0.0 0.0
H 0.296 0.893 -3.517 0.0 0.0 0.0
H -7.021 -0.620 -0.034 0.0 0.0 0.0
H 4.080 1.057 -3.175 0.0 0.0 0.0
```
Forces are in eV/Å.

* total charge: +3
* lowest unoccupied orbital energy (spin up / spin down): -9.2618 / -12.3276 eV
* spin multiplicity: 4
* HOMO-LUMO gap (spin up / spin down): 8.49 / 5.47 eV


[2]
An isolated molecule of C28H30FN5O3, computed with ωB97M-V/def2-TZVPD.

XYZ file:
```
67
Properties=species:S:1:pos:R:3:forces:R:3
F -2.678 0.292 3.593 0.0 -0.1 -0.1
O -1.382 2.463 -2.058 0.0 0.1 -0.1
O 3.349 -1.436 -4.864 -0.1 0.5 0.1
O 1.134 0.670 -0.424 0.0 0.2 0.1
N 0.716 0.935 -2.649 -0.3 0.2 -0.3
N -1.224 2.477 5.016 -0.1 -0.1 0.4
N 0.419 -2.098 -2.817 0.0 0.0 -0.1
N -1.090 2.077 0.172 0.3 -0.1 0.3
N -1.089 -2.994 -0.567 0.1 -0.5 -0.2
C 2.175 1.242 4.306 0.0 -0.1 0.1
C -1.448 -2.114 0.447 -0.1 0.2 0.5
C 2.294 -2.072 -4.312 -0.5 -0.8 0.1
C -1.626 3.954 1.664 -0.2 -0.3 0.0
C -0.005 2.144 4.506 0.4 0.0 -0.4
C 1.735 0.068 -3.173 0.1 -0.3 -0.1
C -2.803 -1.818 0.657 0.1 0.0 -0.1
C 0.295 -3.379 -0.746 0.3 0.1 0.0
C 4.193 -2.382 -5.317 0.3 -0.8 -0.2
C 1.164 -1.265 -3.739 0.3 0.4 -0.1
C 1.077 -2.328 -1.538 0.0 -0.2 0.3
C -1.929 3.164 4.069 0.0 0.2 -0.3
C -0.771 1.979 -1.117 -0.2 0.0 0.1
C 1.243 2.490 2.454 0.0 0.0 0.1
C -1.179 3.318 2.939 -0.3 0.2 0.1
C 0.477 1.125 -1.346 0.2 -0.1 -0.2
C 3.700 -3.622 -5.067 0.3 0.5 -0.2
C 2.459 -3.422 -4.414 -0.2 0.6 0.1
C -0.979 -1.741 -2.658 -0.3 -0.2 0.0
C -0.926 -0.756 2.390 -0.4 0.2 0.2
C -3.214 -1.012 1.697 0.1 0.2 0.2
C 0.071 2.672 3.192 0.0 -0.2 0.4
C -0.523 -1.563 1.343 0.0 -0.2 -0.3
C 2.274 1.774 3.017 0.1 0.0 -0.2
C -1.697 -2.845 -1.873 -0.1 0.4 -0.3
C -2.269 -0.488 2.558 0.1 -0.1 0.0
C -2.158 2.900 0.679 -0.2 0.4 -0.2
C 1.042 1.426 5.070 0.0 -0.1 0.1
H -2.895 2.268 1.186 0.0 0.1 -0.1
H 0.532 -1.741 1.232 0.1 0.0 -0.1
H 0.966 1.024 6.069 0.0 -0.1 0.1
H 5.095 -2.046 -5.789 0.1 0.1 0.0
H -0.799 4.492 1.195 -0.1 0.1 0.0
H -3.556 -2.243 0.014 -0.1 -0.1 -0.1
H 0.763 -3.560 0.221 0.0 0.0 0.0
H 0.292 -4.321 -1.304 0.1 0.0 0.1
H -1.596 -3.796 -2.404 -0.1 0.0 0.0
H -0.474 1.620 0.837 0.0 -0.1 -0.2
H 2.087 -2.692 -1.738 0.0 0.0 0.1
H -4.261 -0.799 1.851 -0.1 0.0 0.0
H -2.927 3.505 4.268 -0.2 0.1 0.0
H 3.180 1.613 2.452 0.1 0.0 -0.1
H 2.270 0.575 -3.980 0.0 0.0 0.1
H 0.057 1.379 -3.279 0.0 0.0 0.2
H -1.127 -0.794 -2.115 -0.1 -0.1 -0.1
H -0.200 -0.332 3.066 0.1 0.1 0.1
H 2.434 -0.141 -2.361 0.0 0.0 -0.1
H -1.586 2.181 5.906 0.0 0.0 -0.1
H 1.345 2.903 1.461 0.0 0.0 -0.1
H 1.779 -4.171 -4.067 -0.2 -0.1 0.1
H -2.626 3.377 -0.185 0.0 -0.1 0.1
H 4.153 -4.560 -5.315 0.2 -0.2 -0.1
H 0.475 -1.006 -4.557 0.1 0.0 0.1
H -1.426 -1.647 -3.651 0.0 0.1 0.0
H 3.005 0.682 4.710 0.1 0.0 0.0
H 1.142 -1.413 -0.933 0.1 -0.1 -0.1
H -2.754 -2.601 -1.791 0.0 -0.1 0.0
H -2.427 4.664 1.872 0.0 0.1 0.0
```
Forces are in eV/Å.

* relative energy (zero: lowest compared OMol25 entry of this formula, charge and spin): 0.0 kJ/mol
* lowest unoccupied orbital energy: 0.8041 eV
* spin multiplicity: 1
* HOMO-LUMO gap: 8.28 eV
* SMILES string: O=C(NCCc1c[nH]c2ccccc12)C(=O)NC[C@@H](c1ccco1)N1CCN(c2ccc(F)cc2)CC1


spin multiplicity of number 1 (C20H25MnN6O3SSe)?
4


Among the records above, which one has the highest spin multiplicity?
C20H25MnN6O3SSe


What did the first record say?
C20H25MnN6O3SSe as an isolated structure, computed with ωB97M-V/def2-TZVPD.

XYZ file:
```
57
Properties=species:S:1:pos:R:3:forces:R:3
Se -1.551 -1.109 -1.343 -0.2 -0.2 0.5
Mn 0.865 -1.034 -0.290 0.2 0.1 0.0
S 0.933 -3.388 -0.493 -0.1 0.0 0.0
O 2.618 2.229 -1.252 0.0 0.0 0.0
O 1.582 -0.998 -2.194 0.1 0.1 0.0
O 1.123 0.769 -0.470 0.1 0.0 0.0
N 3.261 -4.479 -1.144 0.0 0.0 0.0
N -4.179 -0.670 -0.503 0.1 0.1 -0.1
N 3.383 -2.390 -0.183 0.0 0.0 0.0
N -2.962 1.132 -0.153 -0.2 0.0 0.3
N 0.608 -0.568 1.680 0.0 0.0 -0.1
N 2.636 -1.439 0.471 -0.1 0.2 -0.2
C -6.972 1.440 0.556 -0.1 0.0 0.0
C 2.171 0.304 -2.601 0.0 0.0 0.0
C -6.183 2.619 0.774 0.0 0.2 0.1
C 1.362 0.872 -3.754 0.0 0.0 0.0
C -0.489 0.468 3.523 0.0 0.0 0.0
C 4.315 -0.865 2.194 0.0 0.0 0.0
C 3.627 0.093 -2.950 0.0 0.0 0.0
C 2.974 -0.850 1.560 0.0 -0.1 0.1
C 1.802 -0.228 2.226 0.0 0.0 0.0
C -0.504 -0.237 2.326 0.0 0.0 0.0
C -6.422 0.263 0.137 0.0 -0.2 0.0
C 0.725 0.869 4.046 0.0 0.0 0.0
C -2.908 -0.166 -0.564 0.2 0.0 -0.4
C -5.043 0.279 -0.068 0.0 0.0 0.0
C -4.828 2.644 0.582 0.0 0.2 0.1
C 2.647 -3.438 -0.630 0.0 0.0 0.0
C -1.843 2.075 -0.085 0.0 0.0 0.0
C 1.898 0.503 3.388 0.0 0.0 0.0
C 2.018 1.207 -1.376 0.0 0.0 0.0
C -4.254 1.452 0.157 0.2 -0.3 -0.1
H -1.432 -0.560 1.874 0.0 0.0 0.0
H 3.721 -0.553 -3.822 0.0 0.0 0.0
H -1.749 2.444 0.935 0.0 0.0 0.0
H 1.062 -1.353 -2.927 0.0 -0.1 0.0
H -8.041 1.482 0.719 0.0 0.1 0.0
H -0.928 1.565 -0.373 0.0 0.0 0.0
H 1.524 0.285 -4.660 0.0 0.0 0.0
H 4.382 -2.447 -0.034 0.0 0.0 0.0
H 1.688 1.892 -3.954 0.0 0.0 0.0
H -1.417 0.689 4.031 0.0 0.0 0.0
H 2.862 0.777 3.791 0.0 0.0 0.0
H 4.751 0.136 2.114 0.0 0.0 0.0
H -6.671 3.528 1.100 -0.1 -0.1 0.0
H 5.005 -1.566 1.733 0.0 0.0 0.0
H 4.268 -4.561 -1.190 0.0 0.0 0.0
H 0.771 1.438 4.965 0.0 0.0 0.0
H 4.236 -1.110 3.253 0.0 0.0 0.0
H 4.174 -0.347 -2.115 0.0 0.0 0.0
H -4.404 -1.619 -0.773 0.0 0.0 0.0
H 2.719 -5.259 -1.487 0.0 0.0 0.0
H -4.253 3.544 0.746 0.0 0.0 0.0
H -2.033 2.905 -0.764 0.0 0.0 0.0
H 0.296 0.893 -3.517 0.0 0.0 0.0
H -7.021 -0.620 -0.034 0.0 0.0 0.0
H 4.080 1.057 -3.175 0.0 0.0 0.0
```
Forces are in eV/Å.

* total charge: +3
* lowest unoccupied orbital energy (spin up / spin down): -9.2618 / -12.3276 eV
* spin multiplicity: 4
* HOMO-LUMO gap (spin up / spin down): 8.49 / 5.47 eV


Number 1 is which compound?
C20H25MnN6O3SSe